The following is a DFT calculation (ωB97M-V with the def2-TZVPD basis set) of the ion C4H9N2OS with charge -1 at a distorted geometry.

Each line ends with the natural charge from an NBO analysis.
Geometry (Å):
1 O 1.947 -1.505 -0.573  -0.5926
2 C 0.927 -1.248 -1.174  0.4328
3 C -0.001 -0.144 -0.657  -0.1945
4 C -1.158 0.162 -1.560  -0.5054
5 S -0.616 0.293 -3.342  -0.7196
6 N -0.437 -0.416 0.725  -0.6427
7 C 0.378 0.086 1.845  -0.0516
8 N 0.419 1.556 1.881  -0.8516
9 H 0.675 -1.784 -2.099  0.1516
10 H 0.606 0.768 -0.648  0.1935
11 H -1.731 1.028 -1.227  0.1915
12 H -1.905 -0.640 -1.598  0.1840
13 H -0.555 -1.418 0.834  0.3478
14 H 1.420 -0.205 1.702  0.1735
15 H -0.134 -0.304 2.716  0.1719
16 H -0.444 1.945 2.249  0.3514
17 H 0.611 1.826 0.925  0.3602

Properties
energy relative to the best compared isomer or geometry (same formula, charge and spin): 1.738 eV
HOMO energy: -0.09944 Eh
SMILES string: NCN[C@@H](C=O)C[S-]
lowest unoccupied orbital energy: 3.7 eV
net charge: -1



The following is a DFT calculation (ωB97M-V with the def2-TZVPD basis set) of an isolated molecule of C4H9N2OS at a distorted geometry.

Each line ends with the Mulliken spin population.
Geometry (Å):
1 O 2.165 -0.599 0.868  0.0095
2 C 1.854 0.434 0.341  0.0062
3 C 0.425 0.726 -0.130  0.0109
4 C 0.515 1.438 -1.491  -0.0307
5 S 1.252 3.038 -1.412  0.9509
6 N -0.391 -0.470 -0.272  0.0018
7 C -0.772 -1.134 0.990  -0.0008
8 N -2.119 -1.634 1.006  0.0000
9 H 2.598 1.244 0.188  -0.0026
10 H -0.066 1.363 0.604  0.0015
11 H -0.521 1.695 -1.737  0.0590
12 H 0.831 0.737 -2.265  -0.0075
13 H 0.074 -1.115 -0.905  0.0012
14 H -0.696 -0.363 1.757  0.0002
15 H -0.098 -1.945 1.247  0.0004
16 H -2.259 -2.482 0.477  0.0001
17 H -2.792 -0.934 0.732  0.0000

Properties
energy relative to the best compared isomer or geometry (same formula, charge and spin): 1.288 eV
HOMO energy (spin up / spin down): -0.33256 / -0.33001 Eh
lowest unoccupied orbital energy (spin up / spin down): 0.7 / -2.2 eV
spin multiplicity: 2
net charge: 0



The following is a DFT calculation (ωB97M-V with the def2-TZVPD basis set) of the ion C4H9N2OS with charge +1 at a distorted geometry.

Each line ends with the natural charge from an NBO analysis.
Geometry (Å):
1 C -2.227 0.903 0.452  0.5517
2 C 0.578 -0.965 0.167  -0.2405
3 C 1.985 -0.365 0.311  -0.5370
4 C 0.088 1.011 -0.794  0.0131
5 N -1.150 1.538 0.115  -0.5531
6 N -0.029 -0.357 -0.934  -0.6747
7 O -2.673 -0.158 -0.083  -0.5799
8 S 1.613 1.368 0.188  0.2423
9 H -2.919 1.263 1.105  0.2062
10 H 0.850 -2.037 -0.006  0.2591
11 H -0.031 -0.514 0.995  0.1981
12 H 2.447 -0.691 1.157  0.2527
13 H 2.598 -0.742 -0.442  0.2220
14 H -0.065 1.528 -1.702  0.2424
15 H -0.760 2.285 0.712  0.4450
16 H 0.144 -0.611 -1.882  0.4209
17 H -1.922 -0.667 -0.556  0.5317

Properties
energy relative to the best compared isomer or geometry (same formula, charge and spin): 2.266 eV
HOMO energy: -0.49505 Eh
SMILES string: O/C=[NH+]\[C@@H]1NCCS1
lowest unoccupied orbital energy: -3.6 eV
net charge: +1



The following is a DFT calculation (ωB97M-V with the def2-TZVPD basis set) of a cluster of 2 separate species, C4H9N2P in total at a distorted geometry.

Each line ends with the natural charge from an NBO analysis.
Geometry (Å):
1 C -1.241 -0.223 0.518  -0.0577
2 C -0.280 -0.210 1.546  -0.0348
3 C -1.333 -0.666 -1.948  -0.4094
4 C 1.995 1.875 0.911  -0.5117
5 N -0.605 -0.501 -0.673  -0.6451
6 N 0.951 -0.557 1.182  -0.7881
7 P 1.084 -0.805 -0.475  0.9818
8 H -2.356 -0.077 0.635  0.2241
9 H -0.344 -0.014 2.679  0.2165
10 H -0.964 -0.124 -2.767  0.2128
11 H -1.530 -1.753 -2.237  0.1987
12 H -2.346 -0.386 -1.750  0.2061
13 H 1.597 1.695 1.949  0.1798
14 H 2.805 1.289 0.649  0.1575
15 H 1.818 2.808 0.330  0.1686
16 H 0.746 -2.352 -0.548  -0.0991

Properties
energy relative to the best compared isomer or geometry (same formula, charge and spin): 4.387 eV
HOMO energy (spin up / spin down): -0.29722 / -0.25070 Eh
lowest unoccupied orbital energy (spin up / spin down): -0.3 / 0.4 eV
net charge: 0



The following is a DFT calculation (ωB97M-V with the def2-TZVPD basis set) of an isolated molecule of C4H9N2PS at a distorted geometry.

Each line ends with the natural charge from an NBO analysis.
Geometry (Å):
1 C 1.018 -1.446 1.585  -0.8153
2 C 0.130 1.341 -1.021  -0.0590
3 C -0.879 1.131 1.250  -0.4072
4 C -0.250 -1.073 -1.614  -0.4212
5 N 0.039 0.639 0.228  -0.3502
6 N -0.641 0.161 -0.933  -0.2393
7 P 1.622 0.012 0.992  0.8649
8 S 0.832 -0.888 -3.037  -0.5774
9 H 1.696 -2.094 2.108  0.2408
10 H 0.026 -1.817 1.412  0.2358
11 H -0.408 2.277 -1.117  0.1986
12 H 1.086 1.283 -1.544  0.2575
13 H -1.321 0.275 1.759  0.2244
14 H -0.326 1.732 1.973  0.2163
15 H -1.671 1.726 0.798  0.2304
16 H 0.239 -1.743 -0.900  0.1924
17 H -1.192 -1.518 -1.942  0.2081

Properties
energy relative to the best compared isomer or geometry (same formula, charge and spin): 1.153 eV
HOMO energy (spin up / spin down): -0.23286 / -0.23287 Eh
SMILES string: C=P[N@@+]1(C)CN1C[S-]
lowest unoccupied orbital energy (spin up / spin down): -1.2 / -1.2 eV
net charge: 0



The following is a DFT calculation (ωB97M-V with the def2-TZVPD basis set) of the ion C4H9N2S with charge +1 at a distorted geometry.

Each line ends with the natural charge from an NBO analysis.
Geometry (Å):
1 C 1.022 0.304 -0.189  0.5191
2 C -0.679 -1.211 -0.797  -0.5252
3 C -0.333 0.288 -0.556  -0.4489
4 C -1.296 0.939 0.474  -0.5825
5 N 0.917 -2.022 0.910  -0.8242
6 N 1.933 1.198 -0.281  -0.6828
7 S -0.607 -1.993 0.867  0.8129
8 H -1.723 -1.446 -1.220  0.2609
9 H 0.027 -1.683 -1.447  0.2547
10 H -0.560 0.860 -1.426  0.2841
11 H -2.392 0.766 0.347  0.2536
12 H -1.164 1.942 0.301  0.2182
13 H -1.097 0.770 1.452  0.2207
14 H 1.372 -1.808 1.806  0.3955
15 H 1.799 2.171 -0.403  0.4164
16 H 2.781 0.924 0.162  0.4274

Properties
energy relative to the best compared isomer or geometry (same formula, charge and spin): 5.475 eV
HOMO energy (spin up / spin down): -0.46056 / -0.49002 Eh
lowest unoccupied orbital energy (spin up / spin down): -5.7 / -5.0 eV
net charge: +1



The following is a DFT calculation (ωB97M-V with the def2-TZVPD basis set) of a cluster of 2 separate species, C4H9N2S in total at a distorted geometry.

Each line ends with the natural charge from an NBO analysis.
Geometry (Å):
1 C 0.078 -0.944 -0.642  -0.1750
2 C -0.265 -2.873 0.365  0.1570
3 C 0.464 3.488 -0.157  -0.7093
4 C -1.391 -2.546 -0.490  0.0078
5 N 0.549 -1.864 0.312  -0.3740
6 N -1.187 -1.431 -1.098  -0.2123
7 S 0.606 2.047 1.053  -0.1446
8 H 0.895 -0.912 -1.336  0.2804
9 H 0.067 0.064 -0.360  0.3114
10 H -0.408 -3.556 1.230  0.2685
11 H -0.434 3.717 -0.744  0.2465
12 H 1.371 3.500 -0.778  0.2396
13 H 0.851 4.176 0.549  0.2384
14 H -0.509 2.230 1.924  0.1706
15 H -2.051 -3.317 -0.701  0.2372
16 H 1.365 -1.778 0.872  0.4576

Properties
energy relative to the best compared isomer or geometry (same formula, charge and spin): 3.361 eV
HOMO energy: -0.46017 Eh
lowest unoccupied orbital energy: -5.9 eV
net charge: +1



The following is a DFT calculation (ωB97M-V with the def2-TZVPD basis set) of an isolated molecule of C4H9N3 at a distorted geometry.

Each line ends with the natural charge from an NBO analysis.
Geometry (Å):
1 C -0.559 0.188 1.368  -0.0481
2 C -1.135 -0.296 0.087  -0.2284
3 C 0.859 0.360 0.471  -0.2784
4 C 1.573 -0.852 -2.185  -0.2449
5 H -0.332 1.666 2.804  0.3606
6 H -2.016 1.293 2.504  0.3581
7 H -0.662 -0.644 2.177  0.1876
8 H -2.096 0.087 -0.282  0.1958
9 H -1.216 -1.431 -0.058  0.1827
10 H 1.634 -0.498 0.799  0.2182
11 H 1.001 1.467 0.241  0.2414
12 H 1.829 -1.677 -2.973  0.1890
13 H 2.447 -0.503 -1.714  0.1591
14 N -1.021 1.520 2.008  -0.8404
15 N -0.027 -0.134 -0.600  -0.2502
16 N 0.330 -0.837 -1.686  -0.2021

Properties
energy relative to the best compared isomer or geometry (same formula, charge and spin): 5.229 eV
HOMO energy: -0.29000 Eh
SMILES string: C=NN1CC(N)C1
lowest unoccupied orbital energy: 0.8 eV
net charge: 0



The following is a DFT calculation (ωB97M-V with the def2-TZVPD basis set) of a structure of composition C4H9N3 at a distorted geometry.

Each line ends with the natural charge from an NBO analysis.
Geometry (Å):
1 C 0.489 -0.978 -0.861  0.5936
2 C -0.139 -0.283 1.379  -0.2329
3 C -0.704 1.061 1.405  -0.4054
4 C -0.879 0.827 -0.090  -0.2752
5 H -0.371 0.286 -1.970  0.3946
6 H 0.827 -0.764 -2.775  0.3881
7 H 2.335 -1.849 -1.140  0.3401
8 H 0.921 -0.240 1.635  0.2218
9 H -0.423 -1.072 2.095  0.2022
10 H -1.691 1.084 1.944  0.2126
11 H 0.144 1.880 1.744  0.2119
12 H -1.830 1.113 -0.580  0.2122
13 H -0.007 1.444 -0.312  0.2014
14 N 0.085 -0.673 -2.085  -0.8173
15 N 1.730 -1.286 -0.395  -0.8100
16 N -0.486 -0.550 0.004  -0.4376

Properties
energy relative to the best compared isomer or geometry (same formula, charge and spin): 3.235 eV
HOMO energy: -0.31923 Eh
lowest unoccupied orbital energy: 0.9 eV
net charge: 0



The following is a DFT calculation (ωB97M-V with the def2-TZVPD basis set) of a cluster of 2 separate species, C4H9N3 in total.

Each line ends with the natural charge from an NBO analysis.
Geometry (Å):
1 N -1.905 2.713 1.818  -0.8141
2 C -1.795 1.448 1.309  0.2782
3 N -1.164 0.535 1.925  -0.7262
4 H -1.298 2.922 2.604  0.3925
5 H -2.030 3.469 1.156  0.3837
6 H -2.319 1.298 0.365  0.1485
7 H -1.275 -0.348 1.452  0.3402
8 C 1.414 -0.745 -1.932  -0.0408
9 C 1.211 0.227 -1.048  -0.4519
10 C 1.430 -2.690 -0.731  -0.0389
11 N 1.033 -2.088 -1.767  -0.4034
12 H 1.858 -0.511 -2.893  0.1976
13 H 0.829 0.055 -0.050  0.2043
14 H 1.429 1.258 -1.290  0.2037
15 H 1.109 -3.715 -0.576  0.1715
16 H 2.104 -2.257 0.011  0.1552

Properties
energy relative to the best compared isomer or geometry (same formula, charge and spin): 1.950 eV
HOMO energy: -0.33996 Eh
SMILES string: [H]/N=C/N.C=CN=C
lowest unoccupied orbital energy: 1.0 eV
net charge: 0